{
  "formula": "C16H33FN2O8S",
  "method": "ωB97M-V with the def2-TZVPD basis set",
  "orbital_gap_ev": 9.7,
  "homo_energy_ev": -9.2,
  "e_tot_ev": -50037.523,
  "smiles": "NCCC[C@@]1(CCF)OS(=O)(=O)O[C@H]1c1cccnc1.CO.CO.CO.CO",
  "symbols": ["N", "C", "C", "C", "C", "C", "C", "F", "O", "S", "O", "O", "O", "C", "C", "C", "C", "C", "N", "C", "H", "H", "H", "H", "H", "H", "H", "H", "H", "H", "H", "H", "H", "H", "H", "H", "H", "C", "O", "H", "H", "H", "H", "C", "O", "H", "H", "H", "H", "C", "O", "H", "H", "H", "H", "C", "O", "H", "H", "H", "H"],
  "coordinates": [[1.348, -2.156, 2.392], [0.751, -2.072, 1.040], [1.766, -1.709, -0.039], [1.827, -0.231, -0.458], [2.001, 0.819, 0.633], [3.362, 0.606, 1.338], [3.474, 0.984, 2.810], [3.348, -0.149, 3.608], [2.158, 2.076, -0.153], [1.973, 3.324, 0.785], [3.159, 3.668, 1.494], [1.347, 4.356, 0.042], [0.983, 2.618, 1.802], [0.818, 1.192, 1.525], [-0.589, 1.052, 0.996], [-1.597, 0.677, 1.887], [-2.880, 0.551, 1.382], [-3.144, 0.796, 0.040], [-2.197, 1.195, -0.804], [-0.964, 1.314, -0.319], [0.790, -1.686, 3.088], [2.272, -1.756, 2.381], [-0.128, -1.431, 1.016], [0.399, -3.074, 0.800], [2.745, -2.098, 0.233], [1.482, -2.259, -0.928], [0.972, -0.038, -1.090], [2.706, -0.110, -1.089], [4.075, 1.220, 0.801], [3.714, -0.417, 1.249], [4.469, 1.380, 2.993], [2.774, 1.743, 3.137], [0.854, 0.671, 2.476], [-1.382, 0.485, 2.927], [-3.686, 0.246, 2.029], [-4.147, 0.658, -0.328], [-0.208, 1.647, -1.013], [-0.575, -1.116, -3.814], [-1.948, -0.878, -3.535], [-0.521, -1.956, -4.503], [-0.111, -0.245, -4.285], [-0.023, -1.372, -2.903], [-1.997, -0.132, -2.928], [-1.459, 6.920, -0.615], [-1.446, 5.526, -0.890], [-2.458, 7.178, -0.271], [-0.739, 7.172, 0.169], [-1.233, 7.504, -1.512], [-0.560, 5.294, -1.181], [0.199, -5.250, -1.941], [1.333, -4.418, -1.700], [-0.348, -5.335, -1.006], [-0.456, -4.811, -2.698], [0.507, -6.247, -2.265], [1.821, -4.346, -2.524], [-4.384, -3.147, 0.054], [-3.347, -2.183, 0.225], [-4.861, -3.289, 1.021], [-5.132, -2.797, -0.662], [-3.982, -4.104, -0.286], [-2.924, -2.058, -0.631]],
  "atomic_forces_ev_per_a": [[-0.1, 0.2, -0.6], [0.3, -0.9, 0.3], [-0.4, 0.5, 0.0], [0.2, -0.6, 0.3], [0.8, 0.1, -0.8], [-0.4, 0.3, 0.7], [0.6, 0.1, -0.3], [-0.3, -0.1, 0.2], [-0.1, -0.1, 0.0], [0.1, 0.6, 0.1], [0.2, -0.4, 0.0], [-0.4, -0.1, -0.1], [0.2, 0.0, 0.2], [-0.9, 0.3, -0.1], [-0.3, -0.4, 0.1], [-0.1, 0.2, -0.9], [-0.1, 0.0, 0.4], [0.5, 0.1, 0.6], [0.0, -0.3, -0.1], [0.3, 0.1, 0.1], [0.1, 0.0, 0.1], [0.0, 0.1, 0.3], [0.0, 0.2, -0.1], [-0.2, -0.1, -0.1], [0.2, 0.0, 0.1], [0.1, -0.1, -0.2], [-0.2, 0.3, 0.1], [0.1, 0.1, -0.2], [0.1, 0.1, -0.2], [-0.1, -0.2, -0.1], [0.1, 0.0, 0.1], [-0.2, -0.1, 0.1], [0.3, 0.0, 0.2], [0.0, -0.1, 0.1], [-0.1, -0.1, 0.0], [-0.1, 0.0, -0.3], [0.0, 0.1, -0.2], [-0.2, 0.1, 0.1], [0.1, -0.2, 0.0], [0.0, 0.0, 0.0], [0.1, 0.0, 0.0], [0.1, 0.0, 0.0], [-0.1, 0.2, 0.1], [0.2, -0.2, -0.1], [-0.1, 0.1, -0.1], [0.0, 0.0, 0.0], [0.0, 0.1, 0.0], [0.0, 0.1, 0.0], [0.0, -0.1, 0.2], [0.2, 0.1, -0.1], [-0.2, -0.1, -0.1], [0.0, 0.0, 0.0], [-0.1, 0.0, 0.0], [-0.1, 0.0, 0.0], [0.1, 0.0, 0.0], [0.2, 0.1, -0.1], [-0.1, -0.2, 0.0], [0.0, 0.0, 0.0], [0.0, -0.1, 0.0], [-0.1, 0.0, 0.0], [0.0, 0.1, 0.0]],
  "nbo_charge": [-0.8403, -0.2288, -0.4260, -0.4238, 0.2918, -0.5011, 0.0434, -0.3798, -0.7268, 2.5761, -0.9241, -0.9120, -0.7040, 0.0410, -0.1095, -0.1493, -0.2223, 0.0568, -0.4340, 0.0412, 0.3545, 0.3597, 0.1837, 0.1902, 0.2024, 0.2478, 0.2229, 0.2274, 0.2551, 0.2373, 0.1827, 0.1862, 0.2267, 0.2173, 0.2245, 0.2024, 0.2001, -0.2470, -0.7355, 0.1798, 0.1666, 0.1528, 0.4824, -0.2450, -0.7259, 0.1774, 0.1633, 0.1575, 0.4740, -0.2495, -0.7292, 0.1867, 0.1647, 0.1673, 0.4653, -0.2467, -0.7319, 0.1820, 0.1658, 0.1643, 0.4711]
}

{
  "formula": "C16H34BNP2Pt",
  "method": "ωB97M-V with the def2-TZVPD basis set",
  "orbital_gap_ev": [6.3, 6.3],
  "spin_multiplicity": 3,
  "homo_energy_ev": [-6.1, -7.4],
  "e_tot_ev": -41125.516,
  "de_lowest_kcal_mol": 86.6,
  "s2": 2.04,
  "symbols": ["P", "P", "C", "C", "H", "H", "H", "H", "C", "H", "H", "H", "C", "H", "H", "H", "C", "H", "H", "H", "C", "H", "H", "H", "Pt", "C", "C", "C", "C", "C", "C", "C", "C", "C", "H", "H", "H", "H", "H", "H", "H", "H", "H", "H", "H", "H", "H", "H", "H", "B", "C", "N", "H", "H", "H"],
  "coordinates": [[1.336, 1.271, 0.107], [-2.355, -0.114, 0.499], [-0.182, 0.582, -1.159], [-1.634, 0.160, -1.146], [0.422, -0.326, -1.179], [0.027, 1.151, -2.071], [-2.246, 0.885, -1.689], [-1.723, -0.803, -1.663], [-2.554, -1.795, 1.167], [-3.317, -1.808, 1.957], [-1.611, -2.131, 1.627], [-2.840, -2.498, 0.377], [-3.918, 0.819, 0.526], [-4.729, 0.207, 0.105], [-3.793, 1.698, -0.111], [-4.225, 1.156, 1.515], [2.660, 0.872, 1.281], [2.585, 1.365, 2.240], [3.637, 1.120, 0.872], [2.593, -0.193, 1.523], [1.387, 2.923, -0.632], [0.483, 3.097, -1.236], [2.282, 2.950, -1.268], [1.450, 3.691, 0.166], [-0.331, 0.682, 1.446], [0.221, -1.696, -2.625], [0.201, -2.531, -1.576], [1.331, -3.458, -1.229], [2.733, -2.798, -1.205], [2.697, -1.461, -0.578], [2.559, -0.261, -1.260], [2.310, -0.178, -2.758], [1.428, -1.261, -3.430], [0.404, 2.158, 2.763], [-0.729, -1.360, -3.076], [-0.748, -2.765, -1.079], [1.321, -4.304, -1.931], [1.136, -3.915, -0.246], [3.432, -3.429, -0.641], [3.130, -2.739, -2.217], [3.055, -1.481, 0.458], [3.203, 0.603, -0.967], [3.295, -0.144, -3.239], [1.856, 0.804, -2.993], [1.047, -0.829, -4.367], [2.037, -2.107, -3.750], [-0.238, 3.065, 2.800], [1.429, 2.530, 2.620], [0.333, 1.652, 3.740], [-3.869, 2.097, 4.172], [-2.732, 1.337, 3.441], [-1.854, 0.775, 2.900], [-3.790, 3.254, 3.876], [-3.667, 1.867, 5.323], [-4.934, 1.614, 3.817]],
  "atomic_forces_ev_per_a": [[-1.0, -1.7, 0.6], [1.5, 0.6, 0.4], [-0.3, -1.4, -0.7], [-1.3, -0.8, -0.9], [-0.9, 0.7, -0.1], [0.0, 0.2, 0.2], [-0.2, -0.1, 0.1], [-0.1, 0.3, -0.3], [-0.3, -0.7, -0.5], [0.1, 0.2, -0.3], [-0.3, 0.3, -0.3], [-0.1, -0.1, 0.2], [-0.2, -0.2, -0.1], [0.2, 0.1, 0.0], [0.1, -0.1, 0.1], [0.1, -0.2, 0.1], [1.4, 0.7, 0.7], [0.0, 0.2, -0.1], [0.4, -0.3, 0.0], [-0.1, 0.4, -0.3], [0.4, 0.6, 0.6], [0.5, -0.2, 0.4], [-0.1, 0.3, 0.1], [0.1, -0.3, -0.5], [-1.9, 2.9, 1.2], [-0.3, -1.1, -0.7], [-0.2, -0.7, -1.3], [0.4, -0.3, 0.7], [-0.6, -0.7, -0.3], [1.0, 0.5, 0.5], [1.1, 1.2, 0.1], [-0.3, 0.3, -0.1], [-0.2, 0.1, -0.3], [0.8, 0.6, 0.6], [0.5, 0.1, 0.7], [0.2, 0.2, -0.3], [0.0, 0.1, 0.0], [0.1, 0.2, -0.2], [-0.2, 0.0, -0.1], [0.0, 0.0, 0.0], [-0.2, 0.2, -0.6], [0.0, -1.0, -0.3], [-0.1, -0.2, -0.1], [0.3, -0.3, 0.2], [0.1, -0.1, 0.2], [0.0, -0.1, 0.2], [0.0, -0.8, -0.2], [-0.5, 0.0, 0.2], [0.2, 0.4, -0.2], [-0.5, -0.3, -0.1], [1.8, -1.0, -1.0], [-1.6, 0.7, 1.4], [0.1, 0.3, 0.0], [0.0, 0.1, 0.5], [0.1, 0.0, 0.0]],
  "lowdin_spin": [0.3442, 0.1081, 0.3739, 0.0689, 0.0036, 0.0267, 0.0026, 0.0056, 0.0159, 0.0004, 0.0019, 0.0026, 0.0132, 0.0040, 0.0001, 0.0003, 0.0668, 0.0060, 0.0049, 0.0032, 0.0348, 0.0007, 0.0026, 0.0087, 0.3288, 0.0101, 0.0209, 0.0272, 0.0512, 0.3210, 0.0114, -0.0068, 0.0012, 0.0086, 0.0021, 0.0007, 0.0022, 0.0005, 0.0044, 0.0065, 0.0198, 0.0360, -0.0028, -0.0004, 0.0001, 0.0002, -0.0009, -0.0014, 0.0010, 0.0002, 0.0034, 0.0551, 0.0006, -0.0002, -0.0004]
}

{
  "formula": "C16H34BaOP2",
  "method": "ωB97M-V with the def2-TZVPD basis set",
  "orbital_gap_ev": [4.2, 4.2],
  "homo_energy_ev": [-4.6, -4.6],
  "e_tot_ev": -38454.939,
  "de_lowest_kcal_mol": 51.5,
  "symbols": ["P", "P", "C", "C", "H", "H", "H", "H", "C", "H", "H", "H", "C", "H", "H", "H", "C", "H", "H", "H", "C", "H", "H", "H", "Ba", "C", "C", "C", "C", "C", "C", "C", "C", "C", "H", "H", "H", "H", "H", "H", "H", "H", "H", "H", "H", "H", "H", "H", "H", "C", "O", "H", "H", "H"],
  "coordinates": [[-5.966, -3.113, 0.753], [-3.789, -5.464, 1.194], [-6.548, -4.900, 0.746], [-5.603, -5.838, 1.513], [-6.623, -5.201, -0.312], [-7.557, -4.927, 1.187], [-5.757, -5.743, 2.600], [-5.785, -6.886, 1.226], [-3.462, -6.683, -0.154], [-2.378, -6.716, -0.326], [-3.952, -6.353, -1.078], [-3.822, -7.682, 0.122], [-3.067, -6.378, 2.617], [-3.442, -7.408, 2.662], [-3.320, -5.850, 3.545], [-1.977, -6.387, 2.503], [-7.010, -2.481, -0.623], [-6.901, -1.390, -0.663], [-8.065, -2.743, -0.478], [-6.648, -2.905, -1.568], [-6.941, -2.486, 2.191], [-6.526, -2.889, 3.123], [-7.999, -2.766, 2.103], [-6.850, -1.393, 2.212], [0.312, -0.014, 0.048], [-0.168, -2.464, 1.254], [-0.227, -2.746, -0.076], [-1.509, -2.642, -0.943], [-2.150, -1.351, -1.649], [-2.370, -0.038, -0.905], [-2.521, 0.081, 0.432], [-2.599, -1.086, 1.407], [-1.348, -1.822, 2.067], [0.071, 2.656, -0.509], [0.794, -2.109, 1.680], [0.677, -2.619, -0.706], [-2.290, -3.095, -0.317], [-1.271, -3.339, -1.777], [-1.633, -1.176, -2.623], [-3.185, -1.631, -1.952], [-2.145, 0.855, -1.512], [-2.370, 1.065, 0.912], [-3.229, -1.858, 0.939], [-3.188, -0.682, 2.258], [-0.990, -1.191, 2.925], [-1.708, -2.761, 2.533], [0.733, 2.925, 0.367], [-1.038, 2.690, -0.285], [0.394, 2.380, -1.572], [2.933, 2.244, -0.482], [2.184, 1.131, -0.299], [3.108, 2.650, 0.550], [2.424, 3.019, -1.118], [3.757, 1.651, -0.965]],
  "atomic_forces_ev_per_a": [[-0.3, -0.2, -0.1], [-0.1, -0.2, 0.1], [0.1, 0.3, 0.0], [0.3, 0.1, -0.1], [0.0, 0.0, 0.3], [0.2, -0.1, -0.3], [0.0, 0.0, -0.3], [0.0, 0.2, 0.3], [0.1, 0.1, 0.1], [-0.2, -0.1, -0.1], [0.1, -0.1, 0.2], [0.1, 0.1, -0.1], [0.0, -0.1, -0.1], [0.1, 0.1, 0.1], [0.1, -0.2, -0.2], [-0.2, -0.1, 0.1], [-0.1, 0.0, 0.1], [-0.1, -0.2, -0.1], [0.1, 0.1, -0.1], [-0.1, 0.1, 0.2], [0.1, 0.0, -0.1], [-0.1, 0.1, -0.2], [0.2, 0.1, 0.1], [-0.1, -0.2, 0.1], [2.2, 2.7, -0.4], [-0.5, 1.9, -1.3], [-0.5, 1.8, 0.4], [-0.3, -1.2, 0.2], [-0.2, -0.3, -0.2], [0.5, 0.0, 0.9], [0.9, -0.1, -0.6], [-0.7, -0.6, 0.1], [0.0, -0.9, 0.3], [-1.8, -0.4, 0.4], [-0.3, -1.4, -0.1], [-0.1, -1.1, 0.7], [0.1, -0.1, -0.5], [-0.6, 0.3, 0.4], [-0.2, 0.1, 0.8], [0.7, -0.4, 0.1], [-0.5, -0.2, 0.5], [-0.5, -0.3, -0.6], [0.1, 0.2, 0.3], [0.4, -0.5, -0.3], [0.2, -0.6, -0.9], [-0.6, 0.7, 0.3], [-0.7, -0.1, -1.6], [1.1, 0.6, -0.6], [-0.3, 0.8, 1.8], [0.9, -0.6, -0.2], [-1.7, -2.6, 0.7], [0.7, 0.3, -1.0], [0.7, -0.5, 0.4], [0.9, 2.4, 0.2]],
  "mulliken_charge": [0.7263, 0.7714, -1.0666, -1.0773, 0.4208, 0.4579, 0.4226, 0.4618, -1.3813, 0.3659, 0.3359, 0.4083, -1.3942, 0.3869, 0.3602, 0.3863, -1.3616, 0.3898, 0.3879, 0.3487, -1.3632, 0.3421, 0.3924, 0.3710, 1.7396, -1.2896, -0.9458, 0.6591, -0.5044, -0.9305, -0.6592, 1.0666, -0.6240, -1.8335, 0.7041, 0.7917, -0.5716, 0.3887, 0.3611, 0.2703, 0.3495, 0.4440, -0.8083, 0.4949, 0.3334, 0.2546, 0.2173, 0.5234, 0.3397, -0.8295, -0.7567, 0.1909, 0.2830, 0.2491]
}

{
  "formula": "C16H34CrGeN2O4S",
  "method": "ωB97M-V with the def2-TZVPD basis set",
  "orbital_gap_ev": [9.1, 7.3],
  "spin_multiplicity": 6,
  "homo_energy_ev": [-11.5, -12.0],
  "e_tot_ev": -124082.321,
  "de_lowest_kcal_mol": 0.0,
  "s2": 8.77,
  "total_charge": 1,
  "symbols": ["Cr", "C", "C", "C", "C", "O", "Ge", "O", "C", "C", "C", "C", "O", "C", "C", "C", "C", "H", "H", "H", "H", "H", "H", "H", "H", "H", "H", "H", "H", "H", "H", "H", "H", "H", "H", "H", "H", "H", "H", "H", "H", "H", "H", "H", "S", "C", "N", "C", "N", "C", "C", "O", "H", "H", "H", "H", "H", "H", "H"],
  "coordinates": [[-0.098, 0.411, -0.130], [0.001, 3.870, -0.865], [-1.112, 3.157, -0.121], [-2.017, 2.373, -1.067], [-1.908, 4.131, 0.729], [-0.452, 2.183, 0.753], [-1.201, 1.535, 2.366], [-1.622, 0.029, 1.294], [-2.134, -1.239, 1.794], [-3.116, -1.741, 0.747], [-2.836, -1.016, 3.126], [-0.960, -2.196, 1.957], [1.769, 0.136, 0.499], [3.090, 0.377, 0.003], [3.151, 1.751, -0.646], [4.097, 0.249, 1.137], [3.340, -0.724, -1.028], [-0.411, 4.650, -1.506], [0.698, 4.321, -0.159], [0.557, 3.176, -1.498], [-2.511, 3.030, -1.783], [-1.432, 1.658, -1.671], [-2.783, 1.824, -0.517], [-2.331, 4.921, 0.109], [-2.742, 3.641, 1.240], [-1.259, 4.594, 1.474], [-3.935, -1.034, 0.620], [-2.615, -1.872, -0.215], [-3.535, -2.703, 1.045], [-3.641, -0.286, 3.032], [-3.273, -1.953, 3.474], [-2.140, -0.679, 3.898], [-0.410, -2.303, 1.019], [-0.268, -1.841, 2.722], [-1.313, -3.181, 2.260], [2.904, 2.542, 0.062], [4.149, 1.945, -1.044], [2.451, 1.800, -1.484], [3.993, 1.058, 1.860], [3.975, -0.703, 1.653], [5.110, 0.299, 0.737], [2.599, -0.681, -1.828], [4.329, -0.607, -1.473], [3.292, -1.703, -0.549], [1.257, 0.734, 2.723], [1.716, 2.348, 2.682], [2.018, 3.462, 2.662], [-0.915, -3.945, -3.494], [-0.264, -3.147, -2.466], [0.836, -3.775, -1.747], [-0.635, -1.909, -2.215], [-0.098, -1.189, -1.354], [-1.375, -4.825, -3.046], [-0.174, -4.263, -4.227], [-1.680, -3.353, -3.991], [1.634, -4.021, -2.447], [0.477, -4.691, -1.278], [1.211, -3.089, -0.994], [-1.459, -1.535, -2.832]],
  "atomic_forces_ev_per_a": [[0.2, -0.2, 0.0], [0.0, 0.0, -0.1], [0.0, 0.0, 0.1], [0.0, 0.0, -0.1], [0.0, 0.0, 0.0], [-0.1, 0.2, -0.2], [0.0, 0.0, 0.2], [-0.1, -0.1, 0.1], [0.0, 0.1, -0.1], [0.0, -0.1, 0.0], [0.0, 0.0, 0.0], [0.0, 0.0, 0.0], [0.0, 0.0, -0.1], [-0.1, 0.0, 0.0], [0.1, 0.0, -0.1], [0.1, 0.0, 0.0], [0.0, 0.0, 0.0], [0.0, 0.0, 0.0], [0.0, 0.0, 0.0], [0.0, 0.0, 0.0], [0.0, 0.0, 0.0], [0.0, 0.0, 0.0], [0.0, 0.0, 0.0], [0.0, 0.0, 0.0], [0.0, 0.0, 0.0], [0.0, 0.0, 0.0], [0.0, 0.0, 0.0], [0.0, 0.0, 0.0], [0.0, 0.0, 0.0], [0.0, 0.0, 0.0], [0.0, 0.0, 0.0], [0.0, 0.0, 0.0], [0.0, 0.0, 0.0], [0.0, 0.0, 0.0], [0.0, 0.0, 0.0], [0.0, 0.0, 0.1], [0.0, 0.0, 0.0], [0.0, 0.0, 0.0], [0.0, 0.0, 0.0], [0.0, 0.0, 0.0], [0.0, 0.0, 0.0], [0.0, 0.0, 0.0], [0.0, 0.0, 0.0], [0.0, 0.0, 0.0], [0.0, 0.1, 0.0], [0.0, -0.2, 0.1], [0.0, 0.1, -0.1], [0.0, 0.0, 0.0], [0.0, 0.1, 0.0], [0.0, 0.0, 0.1], [0.0, -0.1, -0.1], [0.0, -0.1, 0.0], [0.0, 0.0, 0.0], [0.0, 0.0, 0.0], [0.0, 0.0, 0.0], [0.0, 0.0, 0.0], [0.0, 0.0, 0.0], [0.0, 0.0, 0.0], [0.0, 0.0, 0.0]],
  "nbo_charge": [1.3985, -0.6149, 0.2777, -0.6222, -0.6427, -1.0341, 1.3142, -1.0325, 0.2681, -0.6095, -0.6404, -0.6095, -0.7867, 0.2323, -0.6146, -0.6186, -0.6011, 0.2283, 0.2437, 0.1998, 0.2499, 0.1682, 0.2280, 0.2396, 0.2143, 0.2403, 0.2233, 0.1942, 0.2275, 0.2245, 0.2384, 0.2184, 0.2003, 0.2146, 0.2303, 0.2294, 0.2286, 0.1925, 0.2205, 0.2190, 0.2255, 0.1979, 0.2276, 0.2115, 0.1934, 0.0068, -0.2847, -0.4052, -0.3467, -0.4215, 0.5488, -0.7919, 0.2195, 0.2211, 0.2204, 0.2227, 0.2202, 0.2361, 0.1608]
}